Entry 1:
The following is a DFT calculation (ωB97M-V/def2-TZVPD) of C5H8O as an isolated structure in a non-equilibrium geometry.

```
14
Properties=species:S:1:pos:R:3:lowdin_charge:R:1
C 1.2848 0.5697 1.2028 -0.02
C 0.0081 0.3852 0.3946 -0.24
C -0.8586 -0.6452 -1.2271 -0.08
C -0.7780 -0.9130 0.2957 -0.15
C -0.0889 0.7107 -1.0153 -0.53
O 0.4072 1.5947 -1.6887 0.04
H 1.2558 0.1516 2.2163 0.08
H 2.1032 0.0388 0.6735 0.10
H 1.5864 1.6141 1.2303 0.08
H -1.8238 -0.6803 -1.7244 0.10
H -0.1199 -1.2564 -1.7498 0.12
H -0.2166 -1.8149 0.5716 0.11
H -1.7081 -0.9091 0.8741 0.11
H -1.0516 1.1540 -0.0537 0.27
```

The calculation puts the lowest unoccupied orbital energy at 0.9 eV. The calculation puts the relative energy (zero: lowest compared OMol25 entry of this formula, charge and spin) at 298.9 kJ/mol. For the total energy, the calculation gives -270.44407 Ha. The value obtained for the max |F| is 3.048 eV/Å. As for the multiplicity: 1. The HOMO energy is -0.325 Eh.



Entry 2:
The following is a DFT calculation (ωB97M-V/def2-TZVPD) of one molecule with the formula C5H8O in a non-equilibrium geometry.

```
14
Properties=species:S:1:pos:R:3:lowdin_charge:R:1
O -1.5464 1.4061 0.5700 -0.04
C -0.7114 0.5760 -0.2053 -0.32
C -0.6065 -0.8010 0.4271 -0.17
C 0.7120 -1.3783 -0.1248 -0.26
C 1.7551 -0.3395 -0.3647 0.02
C 1.0451 0.9294 -0.2310 -0.14
H -1.6876 2.2360 0.0960 0.10
H 0.9579 1.1576 0.8290 0.11
H -1.0497 0.5551 -1.2483 0.13
H -1.4430 -1.4715 0.1997 0.12
H -0.5750 -0.6784 1.5201 0.12
H 1.0854 -2.2565 0.4110 0.10
H 0.5250 -1.7325 -1.1585 0.13
H 1.5390 1.7975 -0.7204 0.09
```

The calculation puts the lowest unoccupied orbital energy at 0.4 eV. The calculation puts the relative energy (zero: lowest compared OMol25 entry of this formula, charge and spin) at 412.0 kJ/mol. For the total energy, the calculation gives -270.40099 Ha. The value obtained for the max |F| is 1.897 eV/Å. As for the multiplicity: 1. The HOMO energy is -0.299 Eh.



Entry 3:
The following is a DFT calculation (ωB97M-V/def2-TZVPD) of one molecule with the formula C5H8O.

```
14
Properties=species:S:1:pos:R:3:lowdin_charge:R:1
C 1.2080 1.2675 -0.4749 -0.01
C -0.5472 -0.2070 0.7562 -0.21
C -1.4308 -0.4635 -0.4346 -0.11
C -0.3517 -1.4380 -0.1077 -0.10
C 0.6921 0.6218 0.7950 -0.43
O 1.3242 0.7004 1.8292 0.07
H 1.3145 2.3357 -0.2773 0.09
H 2.2002 0.8742 -0.7059 0.09
H 0.5553 1.1295 -1.3384 0.07
H -1.0005 -0.3274 1.7358 0.14
H -2.4461 -0.7630 -0.1916 0.10
H -1.3527 0.1388 -1.3350 0.09
H -0.5777 -2.4082 0.3183 0.10
H 0.5345 -1.4191 -0.7400 0.11
```

The calculation puts the lowest unoccupied orbital energy at 1.1 eV. The calculation puts the relative energy (zero: lowest compared OMol25 entry of this formula, charge and spin) at 99.3 kJ/mol. For the total energy, the calculation gives -270.52009 Ha. The value obtained for the max |F| is 0.454 eV/Å. As for the multiplicity: 1. As for the SMILES: CC(=O)C1CC1. The HOMO energy is -0.351 Eh.



Entry 4:
The following is a DFT calculation (ωB97M-V/def2-TZVPD) of one molecule with the formula C5H8O.

```
14
Properties=species:S:1:pos:R:3:lowdin_charge:R:1
C -1.2693 -2.0146 1.1338 -0.12
O -0.0855 -1.2570 1.0917 -0.19
C 0.1295 -0.6132 -0.1441 -0.24
C 1.2153 2.5216 -1.4247 0.00
C 0.3880 1.7123 -0.8161 -0.12
C -0.3665 0.8165 -0.2302 -0.08
H -2.1603 -1.3809 1.2443 0.09
H -1.3829 -2.6186 0.2200 0.09
H -1.2143 -2.6925 1.9911 0.09
H 1.2104 -0.5914 -0.3154 0.13
H -0.3347 -1.2157 -0.9410 0.12
H 1.9646 3.0903 -0.8775 0.06
H 1.1883 2.6415 -2.5056 0.06
H -1.3599 1.0765 0.1370 0.11
```

The calculation puts the lowest unoccupied orbital energy at 1.0 eV. The calculation puts the relative energy (zero: lowest compared OMol25 entry of this formula, charge and spin) at 249.8 kJ/mol. For the total energy, the calculation gives -270.46276 Ha. The value obtained for the max |F| is 0.336 eV/Å. As for the multiplicity: 1. As for the SMILES: C=C=CCOC. The HOMO energy is -0.351 Eh.



Entry 5:
The following is a DFT calculation (ωB97M-V/def2-TZVPD) of one molecule with the formula C5H8O in a non-equilibrium geometry.

```
14
Properties=species:S:1:pos:R:3:lowdin_charge:R:1
C -1.5727 0.1526 -0.4865 -0.02
C 0.9929 0.5065 -0.9214 -0.07
C 1.2018 0.1387 0.5173 -0.28
O 0.4453 0.8277 1.4908 -0.01
C 0.0250 -0.5020 1.2506 -0.26
C -1.1869 -0.7377 0.4381 -0.13
H -2.1975 -0.0779 -1.3426 0.08
H -1.2238 1.1800 -0.4342 0.07
H 1.8140 0.2407 -1.5837 0.08
H 0.7412 1.5736 -1.0463 0.10
H 2.1932 -0.1882 0.8334 0.14
H 0.2620 -1.2170 2.0422 0.14
H 0.0873 -0.1462 -1.1813 0.07
H -1.5819 -1.7507 0.4237 0.10
```

The calculation puts the lowest unoccupied orbital energy at 1.2 eV. The calculation puts the relative energy (zero: lowest compared OMol25 entry of this formula, charge and spin) at 268.3 kJ/mol. For the total energy, the calculation gives -270.45570 Ha. The value obtained for the max |F| is 2.201 eV/Å. As for the multiplicity: 1. As for the SMILES: C=C[C@@H]1O[C@@H]1C. The HOMO energy is -0.340 Eh.



Entry 6:
The following is a DFT calculation (ωB97M-V/def2-TZVPD) of one molecule with the formula C5H8O in a non-equilibrium geometry.

```
14
Properties=species:S:1:pos:R:3:lowdin_charge:R:1
C -1.7177 -0.3429 -0.2602 -0.10
C -0.8768 0.9069 0.3091 -0.02
C -0.4172 -1.1701 -0.3224 -0.20
C 0.5228 -0.1334 0.2796 -0.37
C 1.8744 0.3240 0.0197 -0.03
O 0.1246 -1.2692 1.0141 -0.01
H -2.5287 -0.6465 0.3622 0.09
H -2.0404 -0.0314 -1.2707 0.11
H -0.7919 1.7214 -0.2900 0.04
H -1.1459 1.2360 1.3612 0.11
H -0.0879 -2.0057 -1.0226 0.16
H 2.1546 0.8320 -0.8731 0.07
H 2.6935 -0.4508 -0.0337 0.11
H 2.2367 1.0297 0.7266 0.07
```

The calculation puts the lowest unoccupied orbital energy at 1.0 eV. The calculation puts the relative energy (zero: lowest compared OMol25 entry of this formula, charge and spin) at 298.5 kJ/mol. For the total energy, the calculation gives -270.44422 Ha. The value obtained for the max |F| is 5.774 eV/Å. As for the multiplicity: 1. As for the SMILES: C[C@@]12CC[C@@H]1O2. The HOMO energy is -0.342 Eh.